# 1
A 2-piece molecular cluster, ClHNO2P overall. Source: the OMol25 dataset; level of theory: ωB97M-V/def2-TZVPD.

- HOMO-LUMO gap (alpha / beta): 7.82 / 7.14 eV
- <S²>: 2.007
- Electronic energy: -27407.507 eV
- ΔE to the lowest compared entry with this formula, charge and spin: 56.0 kcal per mole
- HOMO (alpha / beta): -7.936 / -9.874 eV

```
! RIJCOSX wB97M-V def2-TZVPD def2/J DEFGRID3
* xyz 0 3
N -0.72 -1.67 -0.12
O 0.20 -2.12 0.45
O -0.96 -0.52 -0.31
P 0.31 1.51 0.64
Cl -0.12 2.32 -1.11
H 1.30 0.48 0.44
*
```

***

# 2
A 2-piece molecular cluster, C4H15N2O2 overall. Source: the OMol25 dataset; level of theory: ωB97M-V/def2-TZVPD.

- HOMO-LUMO gap: 9.74 eV
- Electronic energy: -11459.514 eV
- ΔE to the lowest compared entry with this formula, charge and spin: 40.2 kcal per mole
- HOMO: -12.811 eV

```
! RIJCOSX wB97M-V def2-TZVPD def2/J DEFGRID3
* xyz 1 1
N -0.86 0.37 1.09
C -0.03 -0.78 0.50
C -0.79 -1.46 -0.68
O -2.04 -1.88 -0.23
C 1.30 -0.28 0.03
N 1.25 0.64 -1.16
C 2.41 0.40 -2.04
H -0.42 0.94 1.81
H -1.78 0.10 1.44
H -0.99 0.96 0.27
H -0.03 -1.48 1.34
H -0.14 -2.27 -1.01
H -1.02 -0.79 -1.53
H -2.24 -2.80 -0.35
H 1.82 0.33 0.79
H 2.01 -1.11 -0.11
H 1.24 1.56 -0.73
H 2.23 -0.61 -2.42
H 3.36 0.47 -1.51
H 2.41 1.15 -2.84
H -2.96 2.40 1.76
H -2.47 2.04 3.27
O -2.27 2.07 2.33
*
```

***

# 3
A 13-piece molecular cluster, C28H49Cl14FO5 overall. Source: the OMol25 dataset; level of theory: ωB97M-V/def2-TZVPD.

- HOMO-LUMO gap: 9.30 eV
- Electronic energy: -218100.265 eV
- HOMO: -9.087 eV

```
! RIJCOSX wB97M-V def2-TZVPD def2/J DEFGRID3
* xyz 0 1
F 13.65 0.52 11.06
C 14.09 0.86 12.30
C 13.55 1.99 12.91
C 13.85 2.25 14.23
C 14.75 1.43 14.91
C 15.30 0.33 14.26
C 14.92 0.00 12.98
H 12.85 2.59 12.34
H 13.43 3.10 14.75
H 15.02 1.61 15.94
H 15.95 -0.30 14.85
H 15.23 -0.90 12.47
C 17.52 3.48 17.81
Cl 16.79 4.02 16.30
Cl 19.08 4.31 18.10
H 16.88 3.66 18.66
H 17.76 2.44 17.70
C 17.92 -0.97 22.72
Cl 18.21 -2.72 22.79
Cl 16.39 -0.53 23.50
H 18.73 -0.47 23.22
H 17.83 -0.73 21.67
C 15.09 -3.85 20.43
Cl 14.25 -2.64 21.40
Cl 16.53 -3.22 19.63
H 15.39 -4.65 21.08
H 14.41 -4.29 19.71
C 14.32 5.65 20.27
Cl 13.18 6.76 19.51
Cl 13.50 4.23 20.90
H 15.04 5.34 19.54
H 14.78 6.17 21.09
C 11.80 3.25 18.05
Cl 10.84 2.75 16.65
Cl 13.50 3.41 17.66
H 11.44 4.22 18.37
H 11.67 2.52 18.84
C 9.94 -1.17 20.25
Cl 8.25 -0.75 20.55
Cl 10.85 0.18 19.60
H 10.36 -1.42 21.21
H 9.97 -1.99 19.55
C 11.88 -0.95 15.58
Cl 13.26 -2.08 15.60
Cl 10.43 -1.64 16.27
H 12.17 -0.05 16.10
H 11.73 -0.69 14.54
C 13.31 -0.21 25.45
C 12.63 -0.10 24.11
O 12.27 -1.11 23.52
C 12.40 1.28 23.53
H 14.31 0.23 25.46
H 13.42 -1.27 25.68
H 12.74 0.30 26.23
H 11.35 1.55 23.66
H 12.59 1.24 22.46
H 13.04 2.04 23.99
C 17.51 -3.00 13.69
C 16.68 -3.82 14.66
O 16.03 -4.75 14.26
C 16.80 -3.53 16.13
H 17.19 -3.28 12.69
H 18.56 -3.29 13.83
H 17.48 -1.93 13.88
H 16.67 -2.47 16.33
H 17.81 -3.81 16.44
H 16.10 -4.15 16.68
C 14.67 0.84 20.43
C 15.49 0.40 19.30
O 16.62 0.66 19.28
C 14.92 -0.51 18.28
H 15.19 1.65 20.95
H 14.65 0.02 21.17
H 13.69 1.24 20.21
H 14.13 -0.06 17.69
H 14.52 -1.40 18.78
H 15.73 -0.83 17.63
C 19.87 0.97 17.56
C 19.06 -0.27 17.25
O 18.28 -0.26 16.37
C 19.28 -1.46 18.16
H 20.95 0.81 17.52
H 19.58 1.37 18.53
H 19.61 1.72 16.81
H 18.84 -2.34 17.71
H 18.92 -1.24 19.16
H 20.37 -1.56 18.22
C 18.90 2.86 21.42
C 17.63 3.46 21.96
O 16.74 3.75 21.22
C 17.56 3.78 23.44
H 19.23 3.49 20.59
H 18.69 1.90 20.95
H 19.69 2.81 22.16
H 16.57 4.17 23.65
H 18.32 4.54 23.65
H 17.74 2.88 24.03
*
```

***

no.,F_max (hartree/bohr),molecular weight (g/mol)
1,0.0506,113.44
2,0.0409,123.18
3,0.1113,981.03